Entry 1:
Density functional theory data (ωB97M-V/def2-TZVPD) for C8H4F5IrN2O3Se3Te2 as an isolated structure in a non-equilibrium geometry.

Values from the calculation:
- <S²> = 0.76
- E_tot (eV) = -244522.3049
- multiplicity = 2
- ΔE to the lowest compared entry with this formula, charge and spin (eV) = 4.962
- total charge = +1
- Kohn-Sham gap (spin up / spin down) (eV) = 4.99 / 4.08
- lowest unoccupied orbital energy (spin up / spin down) (eV) = -5.57 / -6.44

Each line ends with the natural charge from an NBO analysis.
CARTESIAN COORDINATES (ANGSTROEM)
Ir  1.33  -0.60  -0.48  0.74
Te  3.11  0.64  3.01  0.52
Te  4.60  1.08  0.83  0.37
Se  -1.05  0.12  -1.05  0.13
Se  3.85  -1.00  -0.25  -0.36
Se  1.05  -0.26  1.99  -0.09
F  -1.43  -2.44  0.99  -0.31
F  -3.44  -2.08  3.08  -0.24
F  -4.92  0.37  2.50  -0.28
F  -3.53  1.71  0.06  -0.30
F  -1.47  0.97  2.95  -0.36
O  1.71  1.33  -0.55  -0.72
O  2.85  2.81  -1.77  -0.52
O  0.75  -3.41  -0.22  -0.03
N  0.98  -2.32  -0.32  0.40
N  1.71  -0.40  -2.59  -0.76
C  -2.65  1.31  2.36  0.20
C  -2.98  0.84  0.95  0.17
C  -2.11  -0.17  0.42  -0.12
C  2.18  1.83  -1.70  0.77
C  -3.11  -1.20  2.18  0.48
C  1.70  1.05  -2.92  -0.36
C  -3.63  0.21  2.16  0.17
C  -2.18  -1.35  1.21  0.18
H  1.05  -0.90  -3.17  0.42
H  2.63  -0.79  -2.75  0.43
H  2.33  1.26  -3.79  0.25
H  0.68  1.35  -3.13  0.25

***

Entry 2:
Density functional theory data (ωB97M-V/def2-TZVPD) for one molecule with the formula C7H17NO in a non-equilibrium geometry.

Values from the calculation:
- E_tot (eV) = -11072.4826
- ΔE to the lowest compared entry with this formula, charge and spin (eV) = 0.656
- Kohn-Sham gap (eV) = 10.61
- lowest unoccupied orbital energy (eV) = 0.99
- SMILES string = CC[C@H](C)[C@H](N)[C@H](C)O

Each line ends with the natural charge from an NBO analysis.
CARTESIAN COORDINATES (ANGSTROEM)
O  -0.27  1.88  1.73  -0.73
N  0.50  1.62  -0.86  -0.87
C  -0.64  -1.81  0.31  -0.61
C  -2.26  2.24  0.38  -0.64
C  -0.39  0.59  -0.36  -0.06
C  0.32  -0.64  0.19  -0.22
C  -1.19  1.26  0.88  0.11
C  1.56  -1.04  -0.74  -0.40
C  2.29  -2.30  -0.28  -0.61
H  -1.13  0.27  -1.12  0.17
H  -0.17  -2.65  0.82  0.21
H  -1.82  3.06  -0.17  0.19
H  0.39  2.30  1.16  0.48
H  2.55  -2.22  0.78  0.20
H  -0.04  2.38  -1.27  0.36
H  -0.97  -2.14  -0.67  0.20
H  1.68  -3.18  -0.41  0.20
H  1.21  -1.18  -1.77  0.19
H  1.14  1.28  -1.56  0.37
H  -2.79  2.65  1.23  0.22
H  0.74  -0.39  1.17  0.22
H  3.21  -2.44  -0.85  0.21
H  -1.69  0.49  1.48  0.17
H  2.27  -0.21  -0.72  0.20
H  -1.53  -1.54  0.89  0.21
H  -2.98  1.72  -0.25  0.21

***

Entry 3:
Density functional theory data (ωB97M-V/def2-TZVPD) for C4H9NO as an isolated structure in a non-equilibrium geometry.

Values from the calculation:
- E_tot (eV) = -7828.6896
- ΔE to the lowest compared entry with this formula, charge and spin (eV) = 3.630
- Kohn-Sham gap (eV) = 8.01
- lowest unoccupied orbital energy (eV) = 0.82

Each line ends with the natural charge from an NBO analysis.
CARTESIAN COORDINATES (ANGSTROEM)
O  -1.23  1.41  0.79  -0.70
N  1.12  -1.10  -0.49  -0.82
C  0.55  0.11  -0.15  0.18
C  1.52  1.22  0.11  -0.65
C  -1.74  -0.93  0.13  -0.66
C  -0.78  0.24  0.16  0.02
H  -1.67  -1.52  -0.79  0.21
H  1.96  1.10  1.11  0.22
H  0.99  2.17  0.11  0.25
H  -2.77  -0.56  0.20  0.23
H  -1.38  1.29  -0.42  0.51
H  -1.56  -1.60  0.97  0.21
H  2.11  -1.15  -0.64  0.39
H  2.32  1.23  -0.62  0.21
H  0.55  -1.93  -0.49  0.39

***

Entry 4:
Density functional theory data (ωB97M-V/def2-TZVPD) for a 10-piece molecular cluster, C12H44N14O10 overall in a non-equilibrium geometry.

Values from the calculation:
- E_tot (eV) = -54491.1068
- ΔE to the lowest compared entry with this formula, charge and spin (eV) = 10.492
- Kohn-Sham gap (eV) = 9.25
- lowest unoccupied orbital energy (eV) = -0.08
- SMILES string = NC(N)=O.NC(N)=O.NC(N)=O.NC(N)=O.NC(N)=O.NC(N)=O.NC(N)=O.CCO.CCO.CO

Each line ends with the Mulliken charge.
CARTESIAN COORDINATES (ANGSTROEM)
O  1.49  -2.69  2.25  -0.62
O  4.52  1.91  -2.14  -0.77
O  2.35  -3.89  -0.63  -0.77
O  0.49  0.12  4.49  -0.89
O  -1.36  5.51  2.44  -0.73
O  -2.16  2.47  -2.05  -0.36
O  -0.62  1.30  -0.06  -1.01
O  0.90  -0.27  -5.01  -0.70
O  -3.46  0.21  -0.29  -0.68
O  -0.45  -3.37  -1.53  -0.61
N  3.86  -2.58  2.26  -0.61
N  0.99  -0.05  0.91  1.60
N  -1.75  3.36  1.49  0.13
N  3.49  -1.73  -0.49  -0.28
N  2.52  -2.27  -2.30  -0.08
N  -1.20  1.54  3.58  -0.21
N  -0.84  0.04  -3.47  -0.18
N  0.32  -0.46  -1.10  2.65
N  -0.28  -2.04  -3.78  -0.21
N  0.85  1.86  2.97  -0.49
N  2.29  1.12  -2.23  0.19
N  2.75  -1.11  3.52  -0.30
N  0.22  4.07  1.45  -0.41
N  3.21  0.93  -0.31  -0.28
C  -2.70  -3.92  -1.20  -1.38
C  0.16  0.24  -0.03  -1.01
C  -0.04  -0.75  -4.08  0.31
C  2.75  -2.59  -1.09  0.22
C  -0.98  4.35  1.79  0.49
C  3.38  1.27  -1.60  0.36
C  -1.67  -2.88  -0.96  0.37
C  -2.26  3.77  -1.54  -0.57
C  -4.50  -0.58  1.72  -1.45
C  0.03  1.19  3.69  0.61
C  2.69  -2.18  2.75  0.64
C  -3.20  0.01  1.14  1.16
H  -2.23  -4.79  -0.81  0.36
H  3.87  -3.43  1.70  0.33
H  -2.35  -0.70  1.17  -0.18
H  -1.85  -2.01  -1.58  -0.04
H  3.68  -0.76  3.80  0.17
H  -3.06  2.44  -2.35  0.30
H  -1.61  -2.54  0.10  0.33
H  2.03  -2.98  -2.87  0.28
H  1.40  -1.01  1.04  -0.40
H  -5.40  -0.09  1.40  0.39
H  -1.89  0.84  4.13  0.27
H  -1.32  3.94  -0.98  -0.01
H  1.49  0.53  -1.84  -0.35
H  -2.30  4.49  -2.33  0.37
H  -4.67  -1.58  1.33  0.26
H  -1.84  -0.15  -3.31  0.28
H  3.46  -0.70  -0.65  0.26
H  2.10  1.49  -3.15  0.23
H  3.62  -1.85  0.50  0.19
H  0.02  -3.91  -0.92  0.33
H  0.91  4.76  1.78  0.27
H  -1.37  2.66  0.77  0.03
H  1.83  -0.77  3.97  0.29
H  -3.15  3.74  -0.90  0.29
H  -0.26  -0.32  -1.94  -0.98
H  0.92  -1.29  -1.08  -1.13
H  2.95  -1.53  -2.83  0.23
H  0.45  3.86  0.53  0.22
H  -2.93  0.90  1.70  -0.20
H  -0.47  -2.45  -2.81  0.05
H  -3.62  -3.58  -0.71  0.37
H  1.04  0.67  1.62  -0.14
H  -0.49  1.00  -3.59  0.22
H  3.91  1.31  0.32  0.18
H  4.79  -2.17  2.41  0.18
H  -3.05  -3.99  -2.27  0.27
H  0.43  -2.67  -4.29  0.34
H  -2.77  3.51  1.52  0.24
H  2.34  0.45  0.12  0.56
H  -2.75  0.75  -0.63  0.30
H  0.56  2.70  2.33  0.27
H  -4.51  -0.65  2.83  0.32
H  -1.52  2.20  2.83  0.05
H  1.79  1.76  3.37  0.26